(1)
ORCA calculation (wB97M-V/def2-TZVPD) on C42H42Li2O18S as an isolated structure in a non-equilibrium geometry.

As for the HOMO energy: -7.4279 eV. The HOMO-LUMO gap is 5.990 eV. The calculation puts the lowest unoccupied orbital energy at -1.438 eV.

Each line ends with the Löwdin charge.
Positions of all 105 atoms, in Å:
Li -0.825 1.823 3.826  0.863
Li -0.211 3.718 -1.582  0.843
S -0.086 1.364 0.678  0.315
O 1.180 0.691 0.467  -0.325
O -1.216 0.439 0.465  -0.333
O -0.171 1.920 2.020  -0.381
O -0.170 2.371 -0.311  -0.368
C 1.600 -2.677 2.439  0.004
C 1.140 -3.768 3.120  -0.015
C 1.417 -3.875 4.498  -0.294
C 2.008 -2.766 5.191  -0.046
C 2.516 -1.713 4.456  -0.046
C 2.261 -1.528 3.045  -0.267
O 2.595 -0.414 2.308  0.001
O 0.932 -4.967 5.180  -0.004
H 1.342 -2.394 1.430  0.095
H 0.635 -4.516 2.811  0.049
H 2.279 -2.824 6.232  0.097
H 3.029 -0.823 4.978  0.129
H 2.067 -0.429 1.482  0.039
H 1.254 -5.099 6.144  0.152
C -4.295 -0.273 -2.457  0.032
C -5.072 -1.354 -3.111  0.005
C -4.330 -2.336 -3.659  -0.311
C -2.876 -2.310 -3.759  0.056
C -2.231 -1.237 -3.089  -0.008
C -2.939 -0.331 -2.445  -0.406
O -2.294 0.665 -1.781  -0.001
O -4.892 -3.425 -4.353  -0.035
H -4.768 0.615 -1.933  0.135
H -6.141 -1.320 -2.954  0.110
H -2.254 -2.830 -4.348  0.066
H -1.271 -1.627 -3.074  0.087
H -1.951 0.418 -0.899  0.019
H -5.630 -3.247 -5.041  0.146
C -4.885 3.794 -0.113  0.049
C -3.941 2.726 0.202  -0.002
C -4.372 1.614 0.875  -0.314
C -5.684 1.543 1.498  0.037
C -6.559 2.625 1.237  -0.042
C -6.180 3.706 0.485  -0.326
O -6.985 4.820 0.321  -0.023
O -3.507 0.686 1.332  0.052
H -4.415 4.579 -0.543  0.065
H -3.021 2.782 -0.168  0.047
H -6.056 0.686 2.131  0.133
H -7.385 2.676 1.821  0.074
H -7.616 5.092 1.099  0.161
H -2.670 0.580 0.997  -0.042
C 6.294 0.645 -0.735  -0.027
C 4.956 0.970 -0.586  -0.030
C 4.202 1.822 -1.473  -0.282
C 4.994 2.521 -2.501  -0.003
C 6.401 2.260 -2.619  -0.012
C 6.983 1.247 -1.780  -0.295
O 8.270 0.828 -2.026  0.079
O 2.816 1.927 -1.585  -0.032
H 6.634 0.001 0.049  0.115
H 4.342 0.287 0.144  0.143
H 4.450 3.193 -3.233  0.119
H 6.941 2.594 -3.463  0.088
H 8.593 1.347 -2.665  0.023
H 2.223 1.334 -1.041  0.066
C 2.692 4.022 1.458  0.032
C 4.043 4.504 1.173  0.015
C 4.381 5.829 1.501  -0.382
C 3.521 6.585 2.264  0.010
C 2.157 6.059 2.597  -0.002
C 1.786 4.846 2.185  -0.347
O 0.527 4.338 2.441  -0.021
O 5.505 6.457 1.050  0.006
H 2.287 3.098 1.196  0.066
H 4.856 3.738 0.973  0.129
H 3.751 7.669 2.556  0.137
H 1.732 6.856 3.100  0.080
H 0.316 3.415 2.112  0.012
H 6.036 6.001 0.316  0.149
C -3.135 -4.891 2.124  -0.034
C -2.267 -3.821 2.635  0.042
C -2.148 -2.669 1.774  -0.338
C -2.693 -2.642 0.486  0.024
C -3.402 -3.773 0.059  0.010
C -3.628 -4.818 0.913  -0.301
O -4.269 -6.037 0.409  0.089
O -1.421 -1.655 2.179  0.004
H -3.351 -5.921 2.766  0.177
H -1.865 -3.945 3.572  0.069
H -2.470 -1.998 -0.298  0.081
H -3.899 -3.738 -0.876  0.107
H -4.113 -6.540 1.016  -0.104
H -1.050 -0.954 1.483  0.123
C 1.607 -1.950 -4.505  -0.023
C 1.985 -1.316 -3.242  0.027
C 1.675 -2.003 -2.055  -0.382
C 1.172 -3.339 -2.048  0.065
C 0.882 -3.928 -3.409  0.005
C 1.035 -3.175 -4.510  -0.380
O 0.509 -3.590 -5.768  -0.017
O 1.833 -1.473 -0.882  0.038
H 1.968 -1.385 -5.342  0.105
H 2.586 -0.403 -3.125  0.109
H 0.916 -3.988 -1.224  0.102
H 0.454 -4.929 -3.592  0.126
H 0.220 -2.871 -6.375  0.110
H 1.832 -0.512 -0.739  0.060

---

(2)
ORCA calculation (wB97M-V/def2-TZVPD) on C42H42O3P2Pb as an isolated structure in a non-equilibrium geometry.

As for the total charge: +2. As for the HOMO energy (spin up / spin down): -11.3165 / -11.3052 eV. The HOMO-LUMO gap (spin up / spin down) is 4.843 / 3.557 eV. The calculation puts the lowest unoccupied orbital energy (spin up / spin down) at -6.474 / -7.748 eV.

Each line ends with the Löwdin charge.
Positions of all 90 atoms, in Å:
Pb 0.086 2.684 -4.573  1.499
C -1.930 1.279 -5.810  -0.213
C -1.921 -0.032 -5.487  -0.072
C -1.260 -1.114 -6.269  -0.163
C 0.158 -0.746 -6.752  -0.174
C 0.927 0.208 -5.900  -0.204
C 1.090 1.554 -6.252  -0.408
C 0.017 2.383 -7.045  -0.303
C -1.426 1.856 -7.109  -0.191
C 1.475 0.096 0.054  -0.158
H -2.720 1.846 -5.311  0.103
H -2.522 -0.401 -4.633  0.109
H -1.838 -1.439 -7.162  0.149
H -1.205 -2.020 -5.647  0.089
H 0.735 -1.697 -6.848  0.137
H 0.068 -0.278 -7.746  0.117
H 1.667 -0.325 -5.295  0.069
H 2.123 1.936 -6.369  0.099
H 0.398 2.639 -8.051  0.149
H -0.114 3.407 -6.592  0.039
H -2.107 2.708 -7.319  0.139
H -1.519 1.161 -7.949  0.126
H 0.980 1.094 0.188  0.081
H 2.307 -0.007 0.756  0.093
H 0.764 -0.692 0.300  0.041
P -1.642 -0.961 -1.616  1.186
P 2.100 -0.103 -1.594  1.034
C -0.271 -1.269 -2.820  -0.215
C 1.069 -0.948 -2.802  -0.226
C -2.589 -2.457 -1.693  -0.405
C -2.922 -3.181 -2.841  -0.083
C -3.743 -4.300 -2.700  -0.058
C -4.245 -4.668 -1.445  -0.039
C -3.910 -3.920 -0.302  -0.045
C -3.095 -2.814 -0.432  -0.092
C -2.931 0.253 -2.165  -0.325
C -2.385 1.451 -2.637  -0.209
C -3.178 2.586 -2.788  -0.097
C -4.572 2.469 -2.731  -0.041
C -5.134 1.207 -2.568  -0.047
C -4.331 0.116 -2.262  -0.043
C 3.633 -1.115 -1.530  -0.309
C 3.435 -2.449 -1.143  -0.088
C 4.526 -3.290 -0.926  -0.047
C 5.828 -2.807 -1.098  -0.036
C 6.025 -1.496 -1.544  -0.047
C 4.937 -0.639 -1.750  -0.059
C 2.686 1.512 -2.279  -0.307
C 2.675 2.618 -1.400  -0.070
C 2.852 3.940 -1.846  -0.042
C 3.133 4.166 -3.199  -0.076
C 3.360 3.078 -4.066  -0.116
C 3.158 1.762 -3.600  -0.132
H -0.579 -1.933 -3.657  0.066
H 1.677 -1.321 -3.660  0.092
H -2.564 -2.881 -3.819  0.087
H -3.997 -4.876 -3.589  0.116
H -4.919 -5.527 -1.351  0.121
H -4.291 -4.186 0.685  0.122
H -2.826 -2.217 0.435  0.087
H -1.296 1.422 -2.893  -0.003
H -2.688 3.556 -2.908  0.101
H -5.190 3.355 -2.889  0.124
H -6.195 1.084 -2.742  0.121
H -4.788 -0.859 -2.142  0.116
H 2.413 -2.815 -1.032  0.111
H 4.345 -4.316 -0.609  0.120
H 6.680 -3.456 -0.879  0.125
H 7.034 -1.131 -1.715  0.119
H 5.082 0.387 -2.097  0.105
H 2.553 2.458 -0.324  0.112
H 2.824 4.791 -1.135  0.137
H 3.233 5.191 -3.581  0.127
H 3.745 3.267 -5.093  0.132
H 3.385 0.917 -4.268  0.121
O -2.164 2.494 3.504  0.042
C -1.978 1.333 4.108  -0.277
C -2.090 1.234 5.525  0.005
C -1.842 0.019 6.145  -0.065
C -1.475 -1.103 5.373  -0.088
C -1.359 -1.016 3.983  -0.041
C -1.631 0.189 3.331  -0.083
C -1.485 0.315 1.838  -0.504
O -1.332 -0.737 1.168  0.008
O -1.571 1.506 1.366  0.017
H -1.921 2.238 2.479  0.057
H -2.419 2.097 6.105  0.123
H -1.934 -0.074 7.234  0.116
H -1.339 -2.069 5.855  0.100
H -1.096 -1.880 3.353  0.115

---

Per-record ΔE to the lowest compared entry with this formula, charge and spin, kJ/mol: 87.3, 0.0